ORCA calculation (ωB97M-V/def2-TZVPD) on a 2-piece molecular cluster, C6H15N2O overall in a non-equilibrium geometry.

total energy = -11483.7549 eV
LUMO energy = -3.983 eV
energy above the lowest of the compared OMol25 structures with the same formula, charge and spin = 62.4 kcal/mol

```
! RIJCOSX wB97M-V def2-TZVPD def2/J DEFGRID3
* xyz 1 1
C -0.062 1.627 -0.313
C 0.774 -3.113 0.199
C -0.035 -0.775 2.070
C -1.900 2.151 -1.936
C 0.609 -1.575 -0.252
C 0.849 -0.589 0.885
N -0.984 1.342 -1.130
N 0.264 2.844 0.158
O 2.003 0.000 0.977
H 0.716 -3.636 -0.762
H -0.003 -3.515 0.805
H 1.773 -3.306 0.544
H -0.939 -1.348 1.828
H -0.175 0.229 2.325
H 0.646 -1.424 2.763
H -2.718 2.619 -1.370
H -1.242 2.885 -2.343
H -2.297 1.592 -2.686
H -0.420 -1.537 -0.610
H 1.253 -1.503 -1.046
H -1.195 0.322 -1.083
H 0.986 2.852 0.834
H -0.322 3.745 -0.013
H 2.418 0.112 0.155
*
```